The following is a quantum chemistry calculation of a molecular structure, C9H18As2F12O9Tl in a non-equilibrium geometry, from the Open Molecules 2025 dataset.

Geometry as XYZ:
```
51
Properties=species:S:1:pos:R:3:forces:R:3:mulliken_charge:R:1
Tl -21.407 -22.242 -1.876 0.0 0.0 -0.2 1.0063
As -26.091 -25.282 -5.553 -0.5 -0.4 -0.3 2.0267
F -26.849 -23.698 -5.970 0.9 -1.8 0.5 -0.4377
F -27.138 -25.384 -4.054 1.4 0.2 -1.8 -0.4203
F -25.339 -26.872 -5.165 -0.6 1.9 -0.3 -0.4256
F -25.076 -25.183 -7.082 -1.2 -0.1 2.2 -0.4284
F -24.813 -24.409 -4.582 -1.3 -1.0 -1.2 -0.4881
F -27.374 -26.205 -6.444 1.5 1.3 0.9 -0.4089
As -15.400 -21.531 -4.296 0.4 -0.5 0.5 2.0301
F -14.099 -20.555 -5.007 -1.3 -1.0 0.7 -0.4241
F -14.293 -22.951 -3.991 -1.7 1.9 -0.3 -0.4518
F -16.849 -22.425 -3.538 1.5 0.6 -0.6 -0.4682
F -16.590 -20.250 -4.621 0.8 -0.5 0.4 -0.4298
F -15.852 -22.213 -5.866 0.5 0.3 1.3 -0.4213
F -15.036 -20.840 -2.666 -0.5 -0.9 -1.9 -0.4401
C -16.662 -28.249 -4.133 -0.7 -1.4 -0.4 -0.5505
O -17.725 -27.365 -3.773 -1.5 1.4 0.5 -0.2642
C -18.932 -27.203 -4.405 1.0 -0.8 -1.1 0.8341
O -19.818 -26.430 -4.049 1.9 -1.5 -0.3 -0.4246
O -18.968 -28.002 -5.522 -1.3 1.1 0.2 -0.2667
C -20.108 -27.741 -6.435 -0.3 0.8 -0.1 -0.6189
H -15.842 -27.725 -4.624 -0.2 0.4 -0.2 0.2880
H -17.060 -29.039 -4.769 0.2 0.2 -0.4 0.3289
H -16.253 -28.764 -3.264 -0.3 0.6 0.4 0.2735
H -21.067 -28.086 -6.049 0.3 0.0 0.6 0.3099
H -20.046 -28.164 -7.438 1.1 -0.7 0.5 0.2729
H -20.166 -26.671 -6.638 0.0 0.1 0.5 0.2946
C -26.771 -17.689 -4.934 0.4 -0.6 -0.6 -0.6374
O -27.476 -18.472 -3.928 0.7 -0.2 0.9 -0.2857
C -26.846 -19.209 -2.975 -0.3 0.3 -0.6 0.7965
O -25.626 -19.512 -2.965 -4.1 0.8 0.6 -0.4615
O -27.805 -19.580 -2.009 3.2 -0.6 -0.1 -0.2613
C -29.214 -19.405 -2.098 -0.1 0.7 -1.2 -0.4961
H -26.372 -16.748 -4.555 0.0 -0.3 0.4 0.2951
H -27.459 -17.462 -5.748 -0.5 -0.1 0.5 0.2629
H -26.006 -18.287 -5.430 0.2 0.0 0.5 0.3120
H -29.593 -20.046 -2.894 0.0 0.3 -0.6 0.2966
H -29.379 -18.341 -2.272 -0.4 -0.2 -0.3 0.2835
H -29.804 -19.734 -1.243 1.1 -0.1 0.6 0.2506
C -17.838 -15.770 -3.324 1.1 -0.7 1.0 -0.5575
O -18.992 -15.713 -4.123 -1.6 0.1 -1.1 -0.2857
C -19.912 -16.668 -4.118 0.0 -0.8 -0.3 0.8295
O -19.844 -17.687 -3.386 -0.8 2.6 -2.1 -0.4633
O -20.912 -16.430 -5.063 1.9 -2.0 2.5 -0.2583
C -20.913 -15.294 -5.905 -0.9 0.6 -0.3 -0.5871
H -17.336 -16.732 -3.429 -0.2 -0.1 0.0 0.2799
H -18.110 -15.628 -2.278 0.1 0.1 -0.1 0.2930
H -17.134 -15.012 -3.665 -0.5 0.1 0.0 0.2339
H -21.095 -14.414 -5.288 0.4 0.2 -0.3 0.3123
H -21.783 -15.469 -6.538 -0.1 0.1 0.1 0.2534
H -20.106 -15.176 -6.630 0.6 -0.2 0.6 0.2988
```
Forces are in eV/Å.

Highest occupied orbital energy: -0.503 Eh
Total charge: +1
Multiplicity: 1
Energy: -6872.74955 a.u.
HOMO-LUMO gap: 1.5 eV